No. 1
Molecular formula: C11H26Cl2GaN2OP
Method: DFT, ωB97M-V with the def2-TZVPD basis set

The geometry in XYZ format:
```
44
Properties=species:S:1:pos:R:3:forces:R:3
C 0.819 -4.037 2.201 -0.2 -0.2 -0.5
C 0.004 -4.576 0.971 -2.1 1.1 -0.7
Cl 0.599 -6.126 0.201 -0.2 1.2 0.9
C -1.130 -3.936 0.465 2.3 -1.4 0.7
Cl -2.031 -4.702 -0.952 0.8 0.7 1.2
Ga -1.905 -2.168 1.236 -0.2 -0.4 -0.4
P -4.123 -2.669 1.878 -0.9 0.5 0.3
N -3.924 -4.114 2.942 0.9 -0.1 -1.5
O -5.016 -3.230 0.529 0.9 0.1 0.3
H 0.970 -4.872 2.947 0.2 0.8 -1.0
H 0.296 -3.204 2.763 0.3 -1.0 -1.0
H 1.789 -3.605 1.810 -0.8 -0.8 0.7
H -1.196 -1.671 2.581 0.1 -0.1 0.0
H -1.779 -0.972 0.176 0.1 0.1 -0.3
H -3.061 -3.899 3.476 -0.6 -0.1 -0.1
H -3.603 -4.855 2.287 -0.2 0.2 0.6
H -4.473 -3.248 -0.279 -0.1 -0.3 0.6
C 1.207 -0.249 -2.296 0.1 -0.1 -0.1
C 1.527 0.190 -0.868 -0.2 -0.3 -0.2
C 0.551 1.254 -0.365 0.3 -0.1 0.2
N 1.149 2.659 -0.266 -0.1 0.5 0.2
C 2.112 2.733 0.889 -0.3 -0.1 -0.3
C 1.812 3.124 -1.558 0.0 -0.2 0.1
C 0.672 3.697 -2.365 0.0 -0.1 -0.2
C -0.077 4.504 -1.323 -0.2 0.4 0.0
C -0.003 3.669 -0.049 0.1 -0.1 0.0
H 1.140 0.602 -2.981 0.0 0.0 0.0
H 1.980 -0.922 -2.670 -0.1 0.0 0.0
H 0.253 -0.781 -2.328 0.1 0.1 0.0
H 2.570 0.510 -0.806 0.0 0.1 0.1
H 1.439 -0.692 -0.228 0.0 0.2 0.1
H 0.212 1.005 0.643 -0.1 0.2 -0.1
H -0.329 1.318 -1.008 0.1 0.0 0.1
H 2.941 2.051 0.707 -0.1 0.0 0.0
H 1.578 2.455 1.798 0.1 0.0 -0.1
H 2.479 3.756 0.970 0.0 -0.1 0.0
H 2.529 3.907 -1.297 -0.1 -0.1 0.1
H 2.344 2.308 -2.041 0.0 -0.1 0.2
H 0.040 2.901 -2.768 0.1 0.0 0.0
H 1.019 4.308 -3.198 0.0 -0.1 0.0
H -1.105 4.714 -1.618 0.1 0.0 0.1
H 0.421 5.465 -1.163 0.0 -0.1 -0.1
H -0.922 3.113 0.136 0.2 -0.1 0.1
H 0.225 4.284 0.822 0.0 -0.2 0.0
```
Forces are in eV/Å.

As for the multiplicity: 1. For the HOMO energy, the calculation gives -0.2033 hartree. The total energy is -3805.86428 a.u. The value obtained for the HOMO-LUMO gap is 4.889 eV. The value obtained for the LUMO energy is -0.02362 Ha.

natural (NBO) population analysis, charges in e, atoms 1 to 5: C -0.66; C -0.08; Cl -0.09; C -0.38; Cl -0.10


No. 2
Molecular formula: C11H26Cl2NOP2Rh
Method: DFT, ωB97M-V with the def2-TZVPD basis set

The geometry in XYZ format:
```
44
Properties=species:S:1:pos:R:3:forces:R:3
C 1.153 -0.064 -6.020 0.7 0.1 0.0
C 0.900 0.227 -4.553 1.6 -0.2 0.2
H 2.246 -0.054 -6.115 -0.2 0.0 -0.1
H 0.747 0.716 -6.696 -0.1 -0.5 0.6
H 0.794 -1.065 -6.336 -0.1 0.7 0.4
O 1.749 0.421 -3.710 -1.9 -0.2 -1.2
Cl -0.833 0.181 -4.144 0.1 0.0 -0.1
Rh -0.380 -0.012 -0.037 -2.4 -0.6 -5.9
P -0.309 2.213 -0.165 0.9 3.7 -0.6
C 0.923 3.091 0.847 -0.1 -0.3 -0.1
C 0.008 2.670 -1.879 -0.1 -0.1 0.0
H -0.032 3.761 -1.965 0.1 -0.1 -0.1
H -1.950 3.964 0.043 0.1 -0.1 0.0
H -0.752 2.197 -2.508 0.1 0.2 0.1
H -2.710 2.359 -0.255 0.1 0.2 0.1
H 1.918 2.810 0.486 -0.1 0.1 0.1
H 0.983 2.268 -2.173 -0.1 0.2 0.0
C -1.931 2.898 0.293 0.0 -0.6 0.2
H 0.778 4.172 0.736 0.0 -0.2 0.0
H -2.085 2.771 1.371 -0.1 0.1 -0.2
H 0.819 2.808 1.901 0.1 0.2 -0.2
P -0.083 -2.214 0.120 1.2 -3.5 0.1
C 1.209 -2.850 1.239 0.0 0.2 -0.2
C -1.631 -3.011 0.670 -0.1 0.6 0.0
H -0.399 -2.352 -2.260 0.1 -0.2 0.1
H 0.217 -3.901 -1.547 0.0 0.1 -0.2
H 1.320 -2.498 -1.795 -0.2 -0.1 0.0
C 0.298 -2.808 -1.549 0.0 0.0 0.1
H -2.466 -2.628 0.076 0.1 -0.2 0.1
H -1.544 -4.096 0.553 0.1 0.1 0.0
H 1.171 -3.946 1.274 0.0 0.2 0.0
H 1.069 -2.450 2.250 0.0 -0.1 -0.2
H -1.811 -2.775 1.725 0.0 -0.1 -0.2
H 2.187 -2.529 0.863 -0.1 -0.1 0.1
Cl -2.248 -0.259 -1.402 0.1 0.1 1.2
C 0.366 -0.594 5.378 -0.4 0.0 0.0
C -0.157 0.489 4.391 0.5 0.0 0.7
C -0.078 0.261 2.951 -0.1 0.1 -0.4
N -0.090 0.195 1.791 -0.1 0.3 6.8
H -0.171 -1.553 5.263 0.4 0.4 0.0
H 0.166 -0.224 6.402 0.1 -0.2 -0.6
H 1.446 -0.719 5.280 -0.2 -0.1 0.0
H -1.202 0.712 4.608 -0.2 0.0 -0.1
H 0.393 1.417 4.598 -0.1 0.0 -0.2
```
Forces are in eV/Å.

As for the multiplicity: 5. The net charge is +2. For the HOMO energy (spin up / spin down), the calculation gives -0.5031 / -0.5868 hartree. The total energy is -2277.69410 a.u. The value obtained for the HOMO-LUMO gap (spin up / spin down) is 7.908 / 5.636 eV. The value obtained for the LUMO energy (spin up / spin down) is -0.21243 / -0.37968 Ha.

natural (NBO) population analysis, charges in e, atoms 1 to 5: C -0.74; C 0.58; H 0.26; H 0.27; H 0.27